# 1
{
  "formula": "C40H54CsGeN4O10P3S",
  "method": "ωB97M-V/def2-TZVPD",
  "spin_multiplicity": 2,
  "charge": -1,
  "orbital_gap_ev": [6.3, 6.2],
  "e_lumo_ev": [1.9, 1.9],
  "de_lowest_kcal_mol": 0.0,
  "elements": ["Cs", "O", "N", "C", "C", "C", "C", "C", "S", "H", "H", "H", "H", "N", "C", "C", "P", "O", "O", "O", "P", "O", "O", "O", "H", "H", "H", "H", "H", "H", "H", "H", "C", "C", "C", "C", "Ge", "C", "C", "C", "C", "H", "H", "H", "H", "H", "H", "H", "H", "H", "H", "H", "H", "H", "H", "H", "H", "H", "H", "H", "O", "C", "N", "C", "O", "C", "C", "C", "C", "N", "C", "H", "H", "H", "H", "H", "H", "H", "H", "O", "P", "C", "C", "C", "C", "C", "C", "C", "C", "C", "C", "C", "C", "C", "C", "C", "C", "C", "C", "H", "H", "H", "H", "H", "H", "H", "H", "H", "H", "H", "H", "H", "H", "H"],
  "xyz": [[1.28, -1.86, 0.55], [2.62, -3.72, -1.00], [2.09, -3.62, -2.19], [1.39, -4.68, -2.67], [0.80, -4.69, -3.91], [0.91, -3.54, -4.70], [1.60, -2.46, -4.20], [2.21, -2.46, -2.94], [3.08, -1.12, -2.31], [1.35, -5.52, -1.99], [0.25, -5.56, -4.21], [0.44, -3.50, -5.67], [1.69, -1.55, -4.78], [-3.43, -2.12, 3.30], [-2.06, -2.34, 2.67], [-1.51, -3.65, 3.21], [-1.11, -0.92, 3.44], [-1.79, 0.37, 2.75], [-1.61, -0.96, 4.85], [0.33, -1.03, 3.07], [-2.51, -2.57, 0.87], [-2.96, -1.10, 0.39], [-3.73, -3.42, 0.96], [-1.29, -2.99, 0.10], [-3.28, -1.99, 4.30], [-4.04, -2.90, 3.00], [-3.82, -1.25, 2.92], [-1.33, -3.59, 4.28], [-0.56, -3.86, 2.71], [-2.19, -4.48, 2.99], [-1.45, 0.51, 1.84], [-2.19, -0.53, 0.18], [5.35, 3.72, 0.59], [3.96, 4.17, 1.02], [3.15, 3.11, 1.76], [2.84, 1.85, 0.94], [3.98, 0.29, 1.42], [3.66, -0.12, 3.33], [4.85, 0.18, 4.24], [4.57, -0.18, 5.70], [5.76, 0.12, 6.61], [5.89, 4.52, 0.09], [5.29, 2.87, -0.10], [5.93, 3.39, 1.45], [3.39, 4.47, 0.13], [4.04, 5.06, 1.65], [2.20, 3.57, 2.07], [3.67, 2.86, 2.70], [2.92, 2.06, -0.14], [1.81, 1.55, 1.13], [5.47, 0.73, 1.31], [3.37, -1.17, 3.43], [2.77, 0.45, 3.63], [5.12, 1.24, 4.18], [5.73, -0.37, 3.89], [4.32, -1.24, 5.76], [3.69, 0.37, 6.04], [6.65, -0.43, 6.29], [5.55, -0.14, 7.64], [6.01, 1.19, 6.58], [-1.12, -7.12, -2.36], [-1.77, -6.32, -1.40], [-1.85, -4.93, -1.79], [-2.54, -4.62, -2.90], [-3.02, -5.49, -3.64], [-2.69, -3.17, -3.23], [-3.83, -2.78, -3.92], [-3.99, -1.45, -4.25], [-2.99, -0.56, -3.90], [-1.88, -0.92, -3.26], [-1.73, -2.20, -2.94], [-1.69, -7.05, -3.14], [-1.19, -6.37, -0.48], [-2.78, -6.69, -1.21], [-1.59, -4.21, -1.11], [-4.57, -3.53, -4.17], [-4.88, -1.11, -4.78], [-3.08, 0.50, -4.14], [-0.78, -2.44, -2.47], [-1.00, 0.73, 0.13], [-1.25, 2.07, -0.53], [-0.61, 2.17, -2.20], [-1.22, 3.01, -3.14], [-0.69, 3.10, -4.42], [0.44, 2.36, -4.76], [1.04, 1.52, -3.83], [0.51, 1.42, -2.55], [-3.01, 2.44, -0.65], [-3.84, 1.44, -1.16], [-5.20, 1.67, -1.29], [-5.73, 2.90, -0.93], [-4.91, 3.90, -0.44], [-3.55, 3.68, -0.30], [-0.55, 3.45, 0.40], [-0.76, 3.49, 1.78], [-0.32, 4.58, 2.51], [0.33, 5.63, 1.87], [0.56, 5.58, 0.51], [0.12, 4.49, -0.23], [-2.10, 3.58, -2.88], [-1.16, 3.75, -5.15], [0.85, 2.43, -5.76], [1.92, 0.94, -4.06], [0.98, 0.75, -1.84], [-3.43, 0.47, -1.43], [-5.84, 0.88, -1.66], [-6.80, 3.08, -1.03], [-5.33, 4.86, -0.15], [-2.91, 4.45, 0.10], [-1.26, 2.67, 2.29], [-0.48, 4.61, 3.58], [0.68, 6.48, 2.45], [1.09, 6.39, 0.01], [0.30, 4.44, -1.30]],
  "lowdin_spin": [0.057, 0.001, 0.000, 0.000, 0.000, 0.000, 0.001, 0.004, 0.028, 0.000, 0.000, 0.000, 0.000, 0.000, 0.000, 0.000, 0.000, 0.000, 0.000, 0.001, 0.000, 0.000, 0.000, 0.002, 0.000, 0.000, 0.000, 0.000, 0.000, 0.000, 0.000, 0.000, 0.004, 0.002, 0.030, 0.093, 0.554, 0.108, 0.015, 0.005, 0.001, 0.000, 0.001, 0.001, 0.000, 0.001, 0.004, 0.005, 0.001, 0.001, 0.066, 0.005, 0.004, 0.001, 0.001, 0.000, 0.000, 0.000, 0.000, 0.000, 0.000, 0.000, 0.000, 0.000, 0.000, 0.000, 0.000, 0.000, 0.000, 0.000, 0.000, 0.000, 0.000, 0.000, 0.000, 0.000, 0.000, 0.000, 0.000, 0.000, 0.000, 0.000, 0.000, 0.000, 0.000, 0.000, 0.000, 0.000, 0.000, 0.000, 0.000, 0.000, 0.000, 0.000, 0.000, 0.000, 0.000, 0.000, 0.000, 0.000, 0.000, 0.000, 0.000, 0.000, 0.000, 0.000, 0.000, 0.000, 0.000, 0.000, 0.000, 0.000, 0.000, 0.000]
}


# 2
{
  "formula": "C40H55BN9O4S2Si2Y",
  "method": "ωB97M-V/def2-TZVPD",
  "charge": -2,
  "orbital_gap_ev": 5.6,
  "e_lumo_ev": 4.2,
  "elements": ["Y", "O", "S", "O", "N", "C", "C", "C", "C", "C", "C", "C", "C", "N", "C", "C", "C", "C", "C", "C", "C", "H", "H", "H", "H", "H", "H", "H", "H", "H", "H", "H", "B", "N", "C", "C", "C", "N", "N", "C", "C", "C", "N", "H", "H", "H", "H", "H", "H", "H", "H", "O", "C", "O", "C", "C", "C", "C", "C", "C", "S", "H", "H", "H", "H", "C", "N", "C", "C", "N", "N", "C", "C", "H", "H", "H", "H", "H", "H", "H", "H", "H", "H", "H", "H", "H", "C", "Si", "C", "C", "C", "Si", "C", "C", "C", "H", "H", "H", "H", "H", "H", "H", "H", "H", "H", "H", "H", "H", "H", "H", "H", "H", "H", "H"],
  "xyz": [[0.09, -0.77, -0.20], [1.02, -0.89, -4.56], [1.29, -1.24, -3.18], [0.39, -2.24, -2.63], [1.24, -0.02, -2.15], [1.97, 1.10, -2.33], [2.86, 1.30, -3.38], [3.56, 2.49, -3.51], [3.41, 3.51, -2.60], [2.53, 3.35, -1.51], [2.30, 4.36, -0.56], [1.38, 4.15, 0.43], [0.72, 2.92, 0.49], [0.93, 1.93, -0.34], [1.80, 2.14, -1.36], [2.95, -1.97, -3.17], [3.31, -2.75, -4.25], [4.56, -3.36, -4.26], [5.42, -3.20, -3.19], [5.04, -2.41, -2.11], [3.81, -1.78, -2.11], [2.98, 0.52, -4.12], [4.23, 2.62, -4.35], [3.95, 4.44, -2.70], [2.86, 5.28, -0.63], [1.17, 4.91, 1.17], [0.01, 2.73, 1.29], [2.62, -2.85, -5.07], [4.85, -3.97, -5.11], [6.39, -3.67, -3.19], [5.71, -2.30, -1.27], [3.50, -1.17, -1.27], [-3.25, 1.82, -0.51], [-2.44, 2.76, -1.42], [-2.84, 3.90, -2.00], [-1.83, 4.32, -2.85], [-0.86, 3.32, -2.73], [-1.25, 2.40, -1.88], [-3.29, 0.48, -1.27], [-4.30, 0.12, -2.07], [-3.86, -0.90, -2.90], [-2.53, -1.08, -2.52], [-2.21, -0.26, -1.53], [-4.36, 2.24, -0.38], [-2.69, 1.71, 0.54], [-3.78, 4.36, -1.75], [-1.82, 5.20, -3.48], [0.10, 3.25, -3.22], [-5.26, 0.60, -2.01], [-4.41, -1.42, -3.66], [-1.80, -1.75, -2.94], [2.13, -3.16, 1.84], [2.61, -2.15, 1.30], [2.08, -1.55, 0.30], [3.90, -1.58, 1.80], [4.94, -2.42, 2.14], [6.17, -1.93, 2.54], [6.36, -0.56, 2.61], [5.33, 0.30, 2.31], [4.06, -0.18, 1.93], [2.77, 0.93, 1.69], [4.77, -3.49, 2.07], [6.97, -2.62, 2.80], [7.33, -0.16, 2.89], [5.46, 1.37, 2.35], [-0.47, -0.64, 5.58], [-0.52, -0.73, 4.14], [0.53, -1.54, 3.56], [-1.09, 0.22, 3.35], [-0.84, 0.29, 2.10], [-1.94, 1.12, 4.05], [-2.19, 2.40, 3.41], [-3.16, 0.57, 4.60], [0.56, -0.51, 5.91], [-0.87, -1.57, 6.01], [-1.06, 0.20, 5.94], [0.21, -1.92, 2.59], [0.74, -2.38, 4.21], [1.44, -0.95, 3.42], [-1.38, 1.01, 1.63], [-1.25, 2.80, 3.04], [-2.59, 3.08, 4.17], [-2.91, 2.34, 2.58], [-3.02, -0.47, 4.89], [-3.99, 0.62, 3.88], [-3.45, 1.16, 5.48], [0.32, -5.64, 1.29], [0.05, -4.49, -0.23], [-0.93, -5.64, -1.45], [1.77, -4.50, -1.08], [-1.04, -2.93, 0.01], [-2.56, -3.12, 1.10], [-2.33, -3.90, 2.85], [-3.94, -4.20, 0.26], [-3.53, -1.51, 1.54], [1.05, -6.41, 1.03], [-0.60, -6.15, 1.58], [0.72, -5.08, 2.12], [-0.40, -6.56, -1.68], [-1.10, -5.12, -2.39], [-1.90, -5.91, -1.05], [2.21, -5.49, -1.11], [2.46, -3.85, -0.56], [1.69, -4.14, -2.10], [-1.48, -2.84, -1.00], [-2.08, -4.95, 2.79], [-3.23, -3.80, 3.46], [-1.53, -3.40, 3.37], [-3.65, -5.25, 0.22], [-4.07, -3.87, -0.77], [-4.91, -4.13, 0.75], [-3.28, -1.19, 2.55], [-4.60, -1.67, 1.50], [-3.29, -0.70, 0.87]],
  "nbo_charge": [1.960, -0.966, 2.340, -0.965, -1.037, 0.167, -0.244, -0.203, -0.252, -0.095, -0.135, -0.252, 0.090, -0.445, 0.234, -0.304, -0.191, -0.233, -0.229, -0.149, -0.194, 0.217, 0.197, 0.193, 0.196, 0.204, 0.188, 0.230, 0.199, 0.197, 0.215, 0.274, 0.219, -0.304, -0.061, -0.376, -0.078, -0.254, -0.299, -0.024, -0.364, -0.040, -0.353, -0.064, -0.091, 0.195, 0.200, 0.202, 0.205, 0.210, 0.241, -0.684, 0.819, -0.901, -0.244, -0.120, -0.326, -0.220, -0.250, -0.121, -0.403, 0.204, 0.185, 0.184, 0.205, -0.402, -0.434, -0.415, 0.663, -0.863, -0.483, -0.416, -0.411, 0.196, 0.186, 0.215, 0.243, 0.205, 0.241, 0.386, 0.215, 0.189, 0.203, 0.216, 0.192, 0.182, -1.115, 1.741, -1.114, -1.103, -1.829, 1.693, -1.102, -1.104, -1.087, 0.214, 0.201, 0.250, 0.204, 0.218, 0.208, 0.211, 0.244, 0.228, 0.272, 0.223, 0.210, 0.226, 0.214, 0.226, 0.206, 0.204, 0.215, 0.237]
}